# 1
ORCA calculation (the ωB97M-V functional and the def2-TZVPD basis) on C31H49NO3P2RuS as an isolated structure.

Its expectation value of S² is 6.04. The highest occupied orbital energy (alpha / beta) comes out at -0.4699 / -0.4654 hartree. The charge is +2. The value obtained for the LUMO energy (alpha / beta) is -5.488 / -9.236 eV. For the orbital gap (alpha / beta), the calculation gives 0.2682 / 0.1260 Eh. As for the energy above the lowest of the compared OMol25 structures with the same formula, charge and spin: 3.3851 eV. Its spin multiplicity is 5.

CARTESIAN COORDINATES (ANGSTROEM)
Ru  -1.051  -0.449  -2.924
C  -2.473  1.721  -0.276
C  -2.871  0.818  -1.295
C  -2.519  -0.404  0.619
C  -2.249  0.967  0.893
C  -2.883  -0.506  -0.747
C  -2.357  3.181  -0.442
H  -2.216  3.440  -1.494
H  -1.518  3.589  0.129
H  -3.270  3.693  -0.109
C  -1.796  1.478  2.196
H  -1.373  2.486  2.111
H  -1.020  0.807  2.601
H  -2.611  1.523  2.937
C  -2.511  -1.478  1.625
H  -3.310  -1.312  2.364
H  -1.556  -1.511  2.171
H  -2.677  -2.455  1.167
C  -3.254  -1.717  -1.501
H  -4.291  -1.643  -1.854
H  -3.180  -2.599  -0.862
H  -2.612  -1.870  -2.398
C  -3.301  1.182  -2.659
H  -4.387  1.312  -2.751
H  -3.031  0.355  -3.357
H  -2.827  2.099  -3.029
C  0.781  0.280  -2.884
C  -0.168  1.278  -3.337
C  -0.420  1.589  -4.791
C  -1.037  0.453  -5.647
C  -1.370  -0.806  -4.862
C  -0.314  -1.646  -4.339
C  1.115  -1.353  -4.792
C  1.776  -0.328  -3.848
H  0.496  1.966  -5.255
H  -0.374  0.219  -6.487
H  -1.100  2.450  -4.816
H  2.296  0.478  -4.394
H  1.113  0.380  -1.846
H  -0.297  2.110  -2.635
H  2.581  -0.812  -3.279
H  1.683  -2.294  -4.786
H  -0.571  -2.709  -4.261
H  1.177  -0.990  -5.831
H  -1.972  0.798  -6.108
H  -2.268  -1.351  -5.187
P  1.776  1.681  0.693
C  1.908  2.563  2.340
H  2.935  2.926  2.511
H  1.658  1.879  3.162
H  1.225  3.422  2.367
C  3.363  0.764  0.921
H  4.122  1.400  1.401
H  3.722  0.403  -0.050
H  3.164  -0.087  1.601
C  2.364  3.138  -0.292
H  2.426  2.851  -1.348
H  3.330  3.539  0.051
H  1.597  3.920  -0.192
P  2.111  -2.297  0.464
C  0.568  -2.571  -0.570
H  0.458  -3.618  -0.906
H  0.592  -1.925  -1.483
H  -0.327  -2.271  -0.005
C  3.237  -2.787  -0.901
H  2.811  -2.486  -1.868
H  3.392  -3.872  -0.863
H  4.191  -2.268  -0.767
C  2.143  -3.769  1.548
H  2.675  -4.593  1.073
H  1.128  -4.055  1.834
H  2.681  -3.441  2.446
O  4.444  0.162  4.678
S  3.678  -1.063  4.663
O  4.392  -2.312  4.769
N  2.604  -1.070  3.424
C  1.306  -0.958  3.787
O  0.357  -0.923  2.961
C  1.170  -0.899  5.272
C  0.005  -0.754  6.038
C  0.104  -0.772  7.436
C  1.358  -0.920  8.064
C  2.529  -1.021  7.289
C  2.398  -0.997  5.898
H  -0.949  -0.630  5.522
H  -0.795  -0.668  8.046
H  1.420  -0.951  9.155
H  3.522  -1.122  7.729

***

# 2
ORCA calculation (the ωB97M-V functional and the def2-TZVPD basis) on C24H35Cl2N2O4PS4SbSe4Ti as an isolated structure.

The highest occupied orbital energy comes out at -0.1998 hartree. The charge is -1. The value obtained for the LUMO energy is 1.906 eV. For the orbital gap, the calculation gives 0.2698 Eh. As for the energy above the lowest of the compared OMol25 structures with the same formula, charge and spin: 1.4183 eV.

CARTESIAN COORDINATES (ANGSTROEM)
Ti  0.068  -2.092  1.115
S  -1.341  -5.901  4.369
Sb  -0.689  -5.302  2.318
S  -2.223  -2.123  1.938
S  -2.354  -3.999  1.070
S  0.430  -6.581  0.868
Se  0.581  -3.002  4.530
Se  0.029  -0.790  4.736
Se  1.742  0.272  3.562
Se  0.636  0.333  1.508
O  1.500  -2.971  1.952
N  0.395  -3.388  2.670
C  -5.150  2.147  1.931
C  -3.828  1.439  1.638
C  -3.010  1.252  2.919
P  -2.674  2.055  0.313
C  -1.905  3.616  0.979
C  -2.741  4.669  1.707
C  -1.079  4.244  -0.146
C  -3.756  2.562  -1.125
C  -4.647  3.803  -1.061
C  -4.558  1.328  -1.548
H  -5.657  1.635  2.754
H  -5.824  2.129  1.076
H  -5.011  3.187  2.227
H  -4.066  0.431  1.278
H  -2.784  2.211  3.393
H  -2.063  0.747  2.721
H  -3.566  0.645  3.638
H  -1.190  3.207  1.704
H  -3.543  5.067  1.088
H  -2.101  5.508  1.997
H  -3.186  4.271  2.618
H  -1.719  4.673  -0.922
H  -0.428  3.503  -0.616
H  -0.450  5.047  0.245
H  -3.016  2.744  -1.913
H  -5.354  3.767  -0.235
H  -5.224  3.890  -1.988
H  -4.059  4.714  -0.960
H  -5.370  1.122  -0.848
H  -3.928  0.437  -1.590
H  -5.003  1.478  -2.535
Cl  4.533  -1.355  1.017
C  4.201  -0.004  -0.005
C  4.562  1.260  0.422
C  4.234  2.372  -0.339
C  3.568  2.208  -1.540
C  3.245  0.932  -1.971
Cl  2.482  0.751  -3.527
C  3.524  -0.209  -1.216
N  3.095  -1.476  -1.597
C  4.048  -2.509  -1.832
C  5.336  -2.186  -2.249
C  6.282  -3.171  -2.465
C  5.934  -4.501  -2.285
C  4.646  -4.818  -1.886
C  3.684  -3.841  -1.638
C  2.354  -4.295  -1.084
C  1.138  -3.457  -1.425
O  0.909  -3.098  -2.566
O  0.329  -3.187  -0.425
H  5.070  1.364  1.371
H  4.493  3.363  0.008
H  3.309  3.057  -2.158
H  2.346  -1.477  -2.279
H  5.593  -1.144  -2.398
H  7.281  -2.899  -2.780
H  6.659  -5.288  -2.452
H  4.373  -5.856  -1.736
H  2.412  -4.413  -0.001
H  2.141  -5.285  -1.491
C  -0.392  -0.223  -1.667
O  -0.938  -0.920  -0.538
H  -1.161  0.418  -2.100
H  -0.007  -0.931  -2.401
H  0.410  0.408  -1.292
H  -1.578  -1.575  -0.848

***

# 3
ORCA calculation (the ωB97M-V functional and the def2-TZVPD basis) on C29H24ClCsN10O5 as an isolated structure.

The highest occupied orbital energy comes out at -0.3034 hartree. The charge is 0. The value obtained for the LUMO energy is -0.130 eV. For the orbital gap, the calculation gives 0.2986 Eh. As for the energy above the lowest of the compared OMol25 structures with the same formula, charge and spin: 0.4792 eV.

CARTESIAN COORDINATES (ANGSTROEM)
Cs  -0.029  1.017  -2.235
N  0.060  3.098  2.018
C  -0.070  2.139  1.089
N  -1.041  1.293  0.995
C  -2.064  1.360  1.933
N  -3.189  0.747  1.765
N  -3.222  0.018  0.596
C  -4.197  0.271  -0.172
C  -4.253  -0.318  -1.538
C  -5.466  -0.575  -2.161
C  -5.458  -1.081  -3.450
C  -4.241  -1.298  -4.075
C  -3.079  -0.985  -3.382
N  -3.075  -0.501  -2.143
C  -1.876  2.232  3.108
C  -2.753  2.240  4.191
C  -2.585  3.138  5.225
C  -1.532  4.056  5.183
C  -0.652  4.063  4.122
C  -0.823  3.144  3.088
H  0.779  3.799  1.881
H  0.730  2.087  0.373
H  -4.972  0.979  0.126
H  -6.394  -0.384  -1.639
H  -6.388  -1.300  -3.958
H  -4.186  -1.687  -5.082
H  -2.105  -1.129  -3.841
H  -3.574  1.536  4.188
H  -3.270  3.141  6.061
H  -1.403  4.767  5.988
H  0.169  4.767  4.082
O  4.755  5.081  -0.101
C  5.368  3.951  -0.441
O  6.557  3.893  -0.617
C  4.495  2.751  -0.573
C  4.894  1.435  -0.533
Cl  6.446  0.780  -0.318
N  3.787  0.658  -0.606
N  2.675  1.420  -0.706
C  3.087  2.671  -0.694
C  2.010  3.737  -0.772
O  2.144  4.696  0.023
O  1.071  3.475  -1.540
C  3.635  -0.755  -0.460
C  4.437  -1.635  -1.168
C  4.271  -2.999  -0.988
C  3.302  -3.480  -0.116
C  2.482  -2.587  0.564
C  2.647  -1.221  0.392
H  3.773  4.963  0.025
H  5.183  -1.255  -1.851
H  4.899  -3.689  -1.536
H  3.187  -4.546  0.032
H  1.719  -2.949  1.241
H  2.014  -0.516  0.913
C  -0.792  -5.232  -0.121
N  -0.494  -4.006  -0.817
C  0.243  -3.899  -2.065
C  0.210  -2.384  -2.281
O  0.684  -1.799  -3.245
N  -0.449  -1.790  -1.254
C  -0.868  -2.760  -0.456
N  -1.597  -2.492  0.631
H  -0.046  -5.979  -0.386
H  -1.779  -5.629  -0.376
H  -0.739  -5.084  0.959
H  -0.245  -4.421  -2.890
H  1.273  -4.248  -1.975
H  -2.009  -1.554  0.665
H  -2.070  -3.238  1.109

***

# 4
ORCA calculation (the ωB97M-V functional and the def2-TZVPD basis) on one molecule with the formula C13H17NO3Si.

The highest occupied orbital energy comes out at -0.3596 hartree. The charge is 0. The value obtained for the LUMO energy is -0.098 eV. Its SMILES is C[Si](C)(C)OCCc1ccc2c(c1)C(=O)NC2=O. For the orbital gap, the calculation gives 0.3559 Eh.

CARTESIAN COORDINATES (ANGSTROEM)
C  -2.118  0.031  -3.656
Si  -0.904  -0.229  -2.237
C  -0.296  -2.017  -2.289
C  0.609  0.851  -2.615
O  -1.463  0.292  -0.738
C  -2.364  -0.566  -0.073
C  -2.073  -0.545  1.469
C  -0.611  -0.224  1.712
C  0.353  -1.075  1.216
C  1.693  -0.849  1.352
C  2.069  0.286  2.018
C  1.109  1.116  2.544
C  -0.229  0.893  2.415
C  1.835  2.254  3.241
O  1.437  3.039  4.073
N  3.157  2.183  2.728
C  3.438  0.859  2.317
O  4.509  0.320  2.198
H  -2.488  1.058  -3.679
H  -2.933  -0.697  -3.594
H  -1.565  -0.174  -4.578
H  0.613  -2.096  -1.693
H  -0.127  -2.268  -3.340
H  -1.078  -2.705  -1.952
H  0.722  0.900  -3.700
H  0.546  1.834  -2.147
H  1.477  0.320  -2.208
H  -3.410  -0.262  -0.192
H  -2.299  -1.617  -0.380
H  -2.732  0.140  2.001
H  -2.208  -1.549  1.887
H  -0.014  -1.942  0.674
H  2.441  -1.516  0.941
H  -0.957  1.568  2.848
H  3.861  2.391  3.437

***

# 5
ORCA calculation (the ωB97M-V functional and the def2-TZVPD basis) on a 8-piece molecular cluster, C46H90BF7IN8O8 overall.

The highest occupied orbital energy comes out at -0.2056 hartree. The charge is -1. The value obtained for the LUMO energy is 1.490 eV. For the orbital gap, the calculation gives 0.2603 Eh. As for the energy above the lowest of the compared OMol25 structures with the same formula, charge and spin: 5.2993 eV.

CARTESIAN COORDINATES (ANGSTROEM)
C  10.983  -0.155  0.898
C  9.552  0.220  1.524
C  8.297  -0.396  0.676
O  7.207  -0.507  1.604
B  6.149  -1.467  1.126
C  4.819  -1.024  2.032
C  4.405  0.529  1.731
C  2.802  0.685  1.602
C  2.319  1.700  0.454
C  1.211  2.766  0.933
C  -0.031  2.133  1.735
C  -1.386  1.994  0.877
C  -2.162  0.652  1.383
C  -3.667  0.640  0.822
C  -4.592  -0.513  1.456
C  -6.125  -0.204  1.007
C  -6.837  -1.529  0.444
N  -8.284  -1.664  0.821
C  -9.061  -2.791  0.328
C  -10.553  -2.712  0.800
C  -10.575  -1.410  1.669
C  -9.140  -0.816  1.625
C  5.900  -1.302  -0.489
C  4.499  -1.859  -1.047
C  3.820  -0.741  -2.025
I  4.826  -3.698  -2.221
C  6.723  -2.974  1.532
F  7.626  -2.763  2.659
F  7.454  -3.637  0.488
C  5.621  -4.014  2.057
F  4.464  -4.111  1.202
F  5.234  -3.800  3.429
C  6.230  -5.533  2.052
F  7.506  -5.626  2.642
F  6.128  -6.162  0.783
F  5.345  -6.286  2.915
H  11.100  -1.259  0.623
H  11.782  0.189  1.660
H  11.117  0.486  -0.050
H  9.489  1.367  1.580
H  9.406  -0.199  2.594
H  8.680  -1.380  0.240
H  8.066  0.408  -0.125
H  5.165  -1.036  3.128
H  3.921  -1.711  1.881
H  4.932  0.958  0.810
H  4.718  1.210  2.615
H  2.299  -0.329  1.414
H  2.428  1.083  2.618
H  3.212  2.324  0.057
H  1.891  1.142  -0.457
H  0.772  3.361  0.047
H  1.765  3.545  1.582
H  0.174  1.120  2.221
H  -0.263  2.864  2.604
H  -1.180  1.898  -0.247
H  -2.080  2.861  1.152
H  -2.172  0.579  2.539
H  -1.612  -0.276  1.000
H  -4.113  1.687  1.027
H  -3.613  0.485  -0.312
H  -4.294  -1.558  1.080
H  -4.588  -0.522  2.607
H  -6.063  0.543  0.139
H  -6.674  0.315  1.861
H  -6.247  -2.502  0.652
H  -6.832  -1.430  -0.712
H  -8.643  -3.623  -0.345
H  -11.425  -3.404  0.574
H  -11.447  -0.928  2.219
H  -8.781  0.153  2.131
H  5.932  -0.176  -0.770
H  6.720  -1.793  -1.145
H  3.713  -2.103  -0.262
H  4.177  -0.883  -3.100
H  3.996  0.321  -1.616
H  2.678  -0.921  -1.934
C  9.156  -5.655  5.103
C  10.186  -6.000  6.144
O  11.345  -5.614  6.068
N  9.797  -6.769  7.200
C  8.489  -7.322  7.475
H  9.617  -5.040  4.330
H  8.773  -6.565  4.638
H  8.340  -5.087  5.555
H  10.544  -6.957  7.854
H  8.152  -6.943  8.442
H  8.581  -8.409  7.532
H  7.761  -7.060  6.709
C  -5.593  2.578  -3.072
C  -4.341  1.784  -2.818
O  -4.350  0.741  -2.175
N  -3.170  2.253  -3.328
C  -2.944  3.450  -4.107
H  -6.441  2.077  -2.604
H  -5.500  3.576  -2.637
H  -5.783  2.647  -4.145
H  -2.376  1.663  -3.114
H  -2.511  3.158  -5.066
H  -2.230  4.078  -3.570
H  -3.862  4.009  -4.278
C  4.370  -4.196  -6.236
C  2.966  -3.970  -6.726
O  2.443  -2.863  -6.714
N  2.270  -5.043  -7.195
C  2.701  -6.420  -7.294
H  4.791  -3.249  -5.896
H  4.368  -4.894  -5.396
H  4.994  -4.579  -7.047
H  1.337  -4.809  -7.505
H  2.640  -6.724  -8.342
H  2.018  -7.036  -6.705
H  3.718  -6.560  -6.934
C  -7.412  1.067  -6.811
C  -8.107  0.635  -5.550
O  -8.654  1.437  -4.800
N  -8.121  -0.690  -5.246
C  -7.541  -1.787  -5.991
H  -7.488  2.151  -6.913
H  -6.355  0.798  -6.769
H  -7.886  0.606  -7.678
H  -8.606  -0.899  -4.384
H  -8.340  -2.486  -6.249
H  -6.820  -2.295  -5.346
H  -7.044  -1.452  -6.900
C  -4.175  3.720  5.381
C  -3.071  4.078  4.424
O  -2.980  3.565  3.315
N  -2.154  5.002  4.819
C  -2.082  5.719  6.075
H  -4.822  2.972  4.921
H  -3.756  3.298  6.297
H  -4.776  4.603  5.610
H  -1.447  5.187  4.121
H  -2.132  6.788  5.861
H  -1.122  5.494  6.541
H  -2.889  5.446  6.753
C  -8.538  0.922  -10.906
C  -7.157  0.579  -10.417
O  -6.966  -0.253  -9.538
N  -6.098  1.222  -10.981
C  -6.108  2.226  -12.022
H  -9.271  0.327  -10.360
H  -8.749  1.979  -10.726
H  -8.629  0.692  -11.969
H  -5.207  0.936  -10.599
H  -5.518  1.854  -12.862
H  -5.637  3.130  -11.629
H  -7.115  2.460  -12.361
C  0.011  8.898  9.525
C  0.240  7.604  8.791
O  -0.120  7.442  7.632
N  0.869  6.594  9.452
C  1.369  6.583  10.810
H  -0.499  9.600  8.865
H  -0.618  8.727  10.401
H  0.966  9.336  9.823
H  0.985  5.761  8.892
H  2.441  6.380  10.778
H  0.870  5.776  11.351
H  1.193  7.527  11.322

***

Largest force on an atom values, unit Eh/bohr, following the record order: 0.1197, 0.0158, 0.0107, 0.0469, 0.1119.
Total energy values, unit Eh, following the record order: -2666.05827, -14896.19203, -2523.73585, -1075.63271, -3868.24255.